(1)
Here is C3H9CrN3O14S2 as an isolated structure at a distorted geometry from the OMol25 dataset. Energies are from ωB97M-V/def2-TZVPD.

XYZ file:
```
32
Properties=species:S:1:pos:R:3
Cr 0.39555 -0.63321 -0.11235
S -1.95955 -0.64487 1.01012
O -3.24437 0.08144 0.86186
O -2.14133 -1.52025 2.16391
O -1.48900 -1.27085 -0.23298
O -0.85684 0.31077 1.22637
S 0.99054 -3.05475 -1.08499
O 0.66593 -1.86486 -1.91006
O 1.22380 -2.48580 0.24429
O -0.13103 -3.99647 -1.07114
O 2.18706 -3.72735 -1.58005
C -2.77801 0.11669 -2.44499
N -1.67403 1.08161 -2.31990
O -1.91198 2.26548 -2.55755
O -0.64617 0.70056 -1.80875
H -3.07840 -0.21083 -1.44670
H -2.42771 -0.75666 -2.98862
H -3.60888 0.64754 -2.89660
C 1.53119 3.19244 -1.29673
N 2.24897 1.89294 -1.02560
O 3.40201 1.81513 -1.39872
O 1.62473 1.05021 -0.42946
H 0.59841 3.16666 -0.74641
H 1.47169 3.29369 -2.37149
H 2.19556 3.91276 -0.82028
C 0.48594 -0.48183 3.92763
N 1.74640 -0.47456 3.14346
O 1.71487 -0.02429 2.03173
O 2.71785 -1.01540 3.62841
H -0.31073 -0.20989 3.23639
H 0.63397 0.29926 4.67494
H 0.42358 -1.45530 4.39426
```

Output
Largest force on an atom = 4.85 eV/Å
Total energy = -86478.685 eV
Total charge = -2
Multiplicity = 5
Expectation value of S² = 6.02

Mulliken atomic charge list, values in e, 5 entries:
1. Cr 0.68
2. S 1.58
3. O -0.87
4. O -0.75
5. O -0.48


(2)
Here is C4H15AlBeBrF4K2O13P2S3Si2 as an isolated structure at a distorted geometry from the OMol25 dataset. Energies are from ωB97M-V/def2-TZVPD.

XYZ file:
```
48
Properties=species:S:1:pos:R:3
C 0.72215 -2.34781 0.83954
S 0.06084 -2.68490 -0.92060
O -0.85014 -3.97152 -0.92357
O 1.29137 -3.01197 -1.80033
Si -1.01925 -0.89621 -1.49057
S -0.08521 0.74444 -0.35601
O -0.84166 -0.44283 -3.18807
Si 0.78097 0.27778 -3.29592
P -3.09427 -1.01840 -0.78159
P -4.34628 -2.29362 -2.03322
O -3.56148 -3.50926 -2.72180
O -5.19519 -1.41060 -3.31762
O -5.63781 -2.91538 -0.98408
H 1.30548 -3.25719 1.28953
H -0.20710 -2.07070 1.51567
H 1.46052 -1.42876 0.84376
H -0.87547 1.86650 -0.76016
H 0.79403 1.71565 -2.96158
H 1.74922 -0.38524 -2.39148
H 1.35417 0.10384 -4.65482
H -3.00919 -1.66586 0.52925
H -5.91658 -0.81938 -2.90022
H -5.76459 -2.14239 -0.32970
C -0.08504 5.85925 -2.12025
C -0.16209 4.42252 -1.63343
O -0.60750 3.59180 -2.47311
O 0.23084 4.24377 -0.44656
H -0.43801 5.94943 -3.15210
H -0.70444 6.49998 -1.48563
H 0.95018 6.21073 -2.07702
Al -6.11658 -0.98607 1.26741
O 1.90431 -2.73221 3.34491
H 2.26253 -3.58832 3.49314
Br 3.28342 -2.66027 1.70994
Be -1.81658 -5.86321 -1.93418
C 3.22458 0.05819 6.03331
F 4.09572 0.16303 7.08780
F 2.79126 -1.24346 6.03650
F 2.13265 0.81467 6.37608
S 3.98550 0.57027 4.40518
O 5.12533 -0.33449 4.20203
O 4.38700 1.97260 4.58266
O 2.92531 0.39638 3.40299
O 1.47048 2.40898 -5.35954
H 1.49635 2.73916 -6.23905
K 0.88342 2.62740 5.56737
F 6.58342 2.36653 4.77172
K -6.91658 -1.92283 -4.56658
```

Output
Largest force on an atom = 7.90 eV/Å
Total energy = -218381.765 eV
Total charge = +1
Multiplicity = 1

Mulliken atomic charge list, values in e, 5 entries:
1. C -0.90
2. S 0.85
3. O -0.58
4. O -0.61
5. Si 0.33


(3)
Here is C27H31Cl3O5OsS3Si as an isolated structure at a distorted geometry from the OMol25 dataset. Energies are from ωB97M-V/def2-TZVPD.

XYZ file:
```
71
Properties=species:S:1:pos:R:3
Os -0.15719 1.39818 -0.56998
C -2.77360 1.97674 0.75235
O -1.28610 1.94502 0.87862
C -0.65693 3.00518 1.61600
C -0.43496 4.16423 0.67318
O 0.32542 3.62849 -0.46475
C 1.59083 4.22280 -0.79243
C 2.16115 3.20602 -1.76823
O 1.93249 1.90792 -1.18848
C 2.87113 1.60945 -0.11883
H -3.16139 1.93537 1.76897
H -3.12997 2.88155 0.26721
H -3.15856 1.06227 0.09527
H -1.25785 3.26575 2.48686
H 0.30991 2.63610 1.96110
H -1.36718 4.55338 0.27709
H 0.09786 4.96745 1.18089
H 1.44752 5.19207 -1.26960
H 2.21696 4.34634 0.09233
H 1.60910 3.24526 -2.69843
H 3.22369 3.34011 -1.96248
H 3.88146 1.78103 -0.48552
H 2.68363 2.23853 0.75342
H 2.73723 0.56606 0.14032
O 0.74188 -0.20547 -0.55568
C 0.85727 -1.64106 -0.83383
C 1.77559 -1.81618 -2.04731
C 2.29941 -0.85096 -2.85176
C 3.14614 -1.38385 -3.86929
C 3.20842 -2.73684 -3.82585
S 2.26291 -3.38695 -2.55291
C -0.43561 -2.29607 -1.30855
C -1.26267 -1.76795 -2.25050
C -2.30441 -2.64923 -2.63863
C -2.22039 -3.84844 -1.99995
S -0.90170 -3.90759 -0.91785
C 1.50681 -2.30722 0.35490
C 2.85841 -2.31524 0.58277
C 3.21222 -2.89882 1.82250
C 2.12150 -3.31804 2.52218
S 0.66958 -3.00609 1.68899
H 2.11076 0.20173 -2.71411
H 3.69568 -0.78900 -4.58362
H 3.76030 -3.39826 -4.47420
H -1.12576 -0.78139 -2.66093
H -3.05746 -2.41323 -3.37676
H -2.86415 -4.70590 -2.11656
H 3.57662 -1.91407 -0.11930
H 4.22776 -3.00337 2.17379
H 2.09115 -3.80557 3.48382
Cl -0.37094 2.80905 -4.00914
Si -1.49108 2.38315 -2.36138
Cl -2.89574 1.05631 -2.99553
Cl -2.49624 4.10289 -1.89660
C -3.53028 -1.46406 0.41990
C -2.33190 -0.67782 0.83375
O -1.91797 0.13898 -0.02691
C -1.77053 -0.84522 2.16580
C -0.52781 -0.30852 2.54132
C -0.05461 -0.44948 3.82871
C -0.79861 -1.15821 4.76584
C -2.01063 -1.73131 4.40530
C -2.49652 -1.57386 3.12123
H -3.71734 -1.31455 -0.63902
H -4.41523 -1.15238 0.98435
H -3.36511 -2.52294 0.62108
H 0.08987 0.18679 1.80970
H 0.90370 -0.02969 4.10460
H -0.42638 -1.27236 5.77543
H -2.58026 -2.29660 5.12984
H -3.45135 -2.01042 2.86550
```

Output
Largest force on an atom = 5.13 eV/Å
Total charge = +2
Relative energy (zero: lowest compared OMol25 entry of this formula, charge and spin) = 0.0 kcal/mol
Multiplicity = 1

Mulliken atomic charge list, values in e, 5 entries:
1. Os 2.18
2. C -0.99
3. O -0.41
4. C -0.09
5. C -1.06


(4)
Here is the molecule C5H10N2S at a distorted geometry from the OMol25 dataset. Energies are from ωB97M-V/def2-TZVPD.

XYZ file:
```
18
Properties=species:S:1:pos:R:3
N 1.47038 -1.71551 -0.69878
C 1.77204 -0.44468 0.00783
C 1.13310 -0.11406 1.29867
C 0.70948 0.56779 0.06068
N 1.18439 1.95619 -0.19390
C -0.56532 0.29457 -0.54715
C -1.67840 1.06408 -0.00056
S -2.00470 -0.78081 0.10132
H 0.53646 -2.08736 -0.52607
H 2.13881 -2.51130 -0.37319
H 2.80970 0.02855 -0.20210
H 1.55571 0.33393 2.20398
H 0.56205 -1.05170 1.65815
H 0.29482 2.74867 -0.57087
H 1.78370 1.74315 -1.21426
H -0.53744 0.31815 -1.68172
H -1.60276 1.39180 1.01783
H -2.27452 1.68824 -0.60088
```

Output
SMILES string = N[C@@H]1C[C@]1(N)[C@@H]1CS1
Largest force on an atom = 5.21 eV/Å
Total charge = 0
Relative energy (zero: lowest compared OMol25 entry of this formula, charge and spin) = 92.9 kcal/mol
Multiplicity = 1

Mulliken atomic charge list, values in e, 5 entries:
1. N -0.68
2. C -0.33
3. C -0.57
4. C 0.68
5. N -0.70